[1]
Computed, not measured: 2 unconnected molecules or ions with the total composition C2H8NS in a non-equilibrium geometry, with ωB97M-V with the def2-TZVPD basis set.

XYZ file:
```
12
Properties=species:S:1:pos:R:3
S -0.1642 -1.6612 2.0870
H -0.1004 -2.8301 1.2019
C 0.1556 -0.4590 -1.1000
N 0.6338 0.4220 -0.0903
C -0.1738 1.5761 0.2476
H 0.6285 -0.3975 -2.1471
H -0.9657 -0.6409 -1.0361
H 0.5172 -1.5410 -0.9336
H 0.8268 -0.1289 0.8419
H -0.8390 1.4684 1.1262
H 0.4107 2.5347 0.3532
H -0.9294 1.6572 -0.5507
```

Values from the calculation:
LUMO level (alpha / beta)   0.72 / -2.61 eV
Multiplicity   2
Strongest force on any atom   3.65 eV Å⁻¹
HOMO-LUMO gap (alpha / beta)   9.7 / 6.2 eV
Energy above the lowest of the compared OMol25 structures with the same formula, charge and spin   152.4 kJ/mol

natural (NBO) population analysis, charges in e, atoms 1 to 8:
1. S -0.187
2. H 0.134
3. C -0.441
4. N -0.615
5. C -0.424
6. H 0.208
7. H 0.182
8. H 0.197


[2]
Computed, not measured: a molecular structure, C31H48CoN8O2Si2, with ωB97M-V with the def2-TZVPD basis set.

XYZ file:
```
92
Properties=species:S:1:pos:R:3
Co 0.5107 0.3596 0.1489
O -2.1640 -0.5356 -4.3250
C -3.3156 -1.0052 -3.7260
C -4.3406 -1.5044 -4.5209
C -5.4903 -2.0051 -3.9381
C -5.6271 -2.0055 -2.5535
C -4.6102 -1.5061 -1.7649
C -3.4369 -1.0035 -2.3365
C -2.3653 -0.4702 -1.4584
O -1.4494 0.3418 -1.9526
N -2.4273 -0.7443 -0.2042
N -1.4386 -0.1391 0.5650
C -1.7851 -0.0550 1.7939
C -0.8469 0.4864 2.7686
C -1.2453 0.8503 4.0461
C -0.2994 1.4034 4.8956
C 0.9922 1.5741 4.4296
C 1.3024 1.1693 3.1369
N 0.4111 0.6190 2.3263
H -1.4862 0.3402 -2.9313
H -4.2115 -1.4875 -5.5950
H -6.2846 -2.3907 -4.5639
H -6.5297 -2.3847 -2.0944
H -4.7005 -1.4876 -0.6890
H -2.7824 -0.3562 2.1013
H -2.2739 0.7174 4.3534
H -0.5712 1.7047 5.8983
H 1.7611 2.0157 5.0478
H 2.2920 1.2986 2.7292
N -1.0100 -2.9891 -4.0885
C 0.0030 -2.5326 -3.1245
C 1.3034 -2.2401 -3.8558
C 2.2882 -1.5377 -2.9173
N 1.7834 -0.2079 -2.5926
C 2.4878 -2.3769 -1.6594
C 1.2286 -2.8787 -0.9468
N 0.5697 -1.8503 -0.0861
C 0.2427 -3.4763 -1.9517
H -1.6945 -1.3502 -4.6527
H -1.8262 -3.3598 -3.6103
H -0.6405 -3.7369 -4.6662
H -0.3365 -1.5849 -2.7139
H 1.1032 -1.6013 -4.7201
H 1.7343 -3.1767 -4.2322
H 3.2670 -1.4938 -3.4155
H 2.0200 0.4575 -3.3175
H 2.1818 0.1302 -1.7178
H 3.1158 -1.8302 -0.9563
H 3.0556 -3.2668 -1.9517
H 1.5501 -3.6933 -0.2888
H 0.9262 -1.9641 0.8591
H -0.4182 -2.0756 -0.0204
H -0.7050 -3.7220 -1.4579
H 0.6617 -4.4193 -2.3228
C -1.4366 3.3662 -2.4524
Si -1.0105 3.3022 -0.6067
C -2.5847 2.8789 0.3516
C -0.8590 5.1214 -0.0773
N 0.3551 2.2955 -0.2698
C 1.6090 2.7622 -0.6660
C 1.8740 4.0492 -1.1414
C 3.1423 4.4467 -1.5572
C 4.1972 3.5560 -1.5035
C 3.9646 2.2702 -1.0185
C 2.7058 1.8626 -0.5801
N 2.4336 0.5971 -0.0296
Si 3.7653 -0.1424 0.7781
C 4.6708 1.0647 1.9355
C 5.1106 -0.8790 -0.3525
C 3.1986 -1.5810 1.8679
H -1.4682 4.3959 -2.8147
H -2.4062 2.9122 -2.6676
H -0.6790 2.8341 -3.0329
H -3.2619 3.7236 0.2016
H -2.3760 2.8302 1.4224
H -3.1254 1.9904 0.0532
H -1.8735 5.5292 -0.0989
H -0.2603 5.7408 -0.7442
H -0.4737 5.2434 0.9374
H 1.0756 4.7757 -1.1918
H 3.2869 5.4561 -1.9224
H 5.1882 3.8391 -1.8344
H 4.7918 1.5734 -0.9924
H 4.2449 2.0685 1.8867
H 5.7215 1.1637 1.6592
H 4.6400 0.7185 2.9726
H 4.8556 -0.7771 -1.4096
H 5.2750 -1.9408 -0.1507
H 6.0621 -0.3671 -0.1984
H 4.0504 -1.8528 2.4987
H 2.9295 -2.4824 1.3165
H 2.3775 -1.3149 2.5398
```

Values from the calculation:
LUMO level (alpha / beta)   -0.75 / -0.73 eV
Multiplicity   2
Strongest force on any atom   0.64 eV Å⁻¹
HOMO-LUMO gap (alpha / beta)   4.9 / 5.0 eV
Energy above the lowest of the compared OMol25 structures with the same formula, charge and spin   39.5 kJ/mol

Löwdin population analysis, charges in e, atoms 1 to 8:
1. Co 0.507
2. O -0.008
3. C -0.265
4. C -0.006
5. C -0.067
6. C -0.075
7. C -0.017
8. C -0.073


[3]
Computed, not measured: a molecular structure, C17H19BCrN6O2 in a non-equilibrium geometry, with ωB97M-V with the def2-TZVPD basis set.

XYZ file:
```
46
Properties=species:S:1:pos:R:3
C 0.1139 2.9222 -0.4620
N 0.2596 1.6792 -0.9816
N 0.5062 1.8263 -2.3309
C 0.3514 3.1173 -2.6682
C 0.1243 3.8547 -1.5070
B 0.6765 0.5320 -3.1789
N 1.7543 -0.3664 -2.5236
N 1.6790 -0.7497 -1.1929
C 2.7846 -1.5011 -0.9526
C 3.4697 -1.7253 -2.1621
C 2.7569 -1.0204 -3.1269
Cr -0.1813 -0.1973 -0.3770
N -0.6661 -0.2627 -3.1376
N -1.1936 -0.7444 -1.9454
C -2.3424 -1.4126 -2.2552
C -2.5347 -1.3501 -3.6375
C -1.4542 -0.6374 -4.1468
H -2.9608 -1.8990 -1.5033
H -1.1710 -0.3706 -5.1547
H -3.3487 -1.7613 -4.2112
H 0.9548 0.8120 -4.3089
H 2.8528 -0.9365 -4.1971
H 0.3709 3.4325 -3.6980
H 4.3520 -2.3175 -2.3377
H -0.0456 4.9133 -1.4589
H 3.0596 -1.8604 0.0319
H -0.0373 3.1470 0.5815
H -0.5155 -2.0050 0.2756
C 0.1143 -2.0976 1.1820
H 0.7988 -2.9292 1.0245
H 0.6794 -1.2346 1.5541
H -0.5274 -2.3629 2.0255
O -3.1627 0.8679 2.2187
C -1.9672 0.6589 2.0239
O -1.3565 0.6562 0.8792
C -1.1704 0.4135 3.2927
C 0.1848 0.7556 3.4309
C 0.8697 0.4807 4.6240
C 0.1929 -0.1032 5.7015
C -1.1708 -0.4134 5.5865
C -1.8457 -0.1504 4.3920
H 0.7010 1.2186 2.5853
H 1.9338 0.7126 4.7026
H 0.7212 -0.3103 6.6314
H -1.7088 -0.8769 6.4149
H -2.9019 -0.4044 4.2976
```

Values from the calculation:
LUMO level (alpha / beta)   -8.48 / -12.06 eV
Multiplicity   5
Strongest force on any atom   4.86 eV Å⁻¹
HOMO-LUMO gap (alpha / beta)   5.5 / 1.9 eV
Charge   +2

natural (NBO) population analysis, charges in e, atoms 1 to 8:
1. C 0.096
2. N -0.255
3. N -0.195
4. C 0.098
5. C 0.006
6. B 0.500
7. N -0.321
8. N -0.403


[4]
Computed, not measured: 2 unconnected molecules or ions with the total composition C5H10NO in a non-equilibrium geometry, with ωB97M-V with the def2-TZVPD basis set.

XYZ file:
```
17
Properties=species:S:1:pos:R:3
C -1.5742 -1.5326 -0.4210
C -1.5396 -0.0548 -0.3921
C -0.3872 2.0994 -0.3411
C 3.3499 -0.7852 0.9312
C -0.3951 0.5881 -0.1177
N 2.7904 -0.4317 -0.1990
O 3.4844 -0.6372 -1.3147
H -2.3403 -1.8125 0.4073
H -1.8805 -1.9677 -1.3000
H -2.4789 0.3512 -0.8352
H 0.3994 2.4742 -0.8535
H -0.3045 2.7283 0.6917
H -1.2653 2.3704 -0.7717
H -0.5271 -2.0058 -0.3182
H 4.3680 -1.2753 0.8864
H 2.6249 -0.7168 1.8626
H 0.3848 -0.0128 0.2041
```

Values from the calculation:
LUMO level   3.75 eV
Strongest force on any atom   5.87 eV Å⁻¹
HOMO-LUMO gap   6.1 eV
Charge   -1
Energy above the lowest of the compared OMol25 structures with the same formula, charge and spin   276.5 kJ/mol

natural (NBO) population analysis, charges in e, atoms 1 to 8:
1. C -0.635
2. C -0.225
3. C -0.600
4. C -0.407
5. C -0.160
6. N -0.140
7. O -0.714
8. H 0.184


[5]
Computed, not measured: a single C6H8N2 molecule in a non-equilibrium geometry, with ωB97M-V with the def2-TZVPD basis set.

XYZ file:
```
16
Properties=species:S:1:pos:R:3
N -2.4238 -0.9477 0.0190
C -1.2140 -0.3022 -0.0733
C -1.2428 1.0971 -0.0360
C -0.0481 1.7749 -0.0164
C 1.1989 1.1290 -0.0128
C 1.2046 -0.2778 -0.0544
N 2.4614 -0.8946 0.0208
C 0.0255 -1.0563 -0.1365
H -2.5740 -2.0034 0.0407
H -3.1373 -0.2949 0.2746
H -2.2532 1.5355 -0.1484
H -0.0993 2.8538 0.0681
H 2.1429 1.6918 0.0065
H 3.2577 -0.2998 -0.0651
H 2.5006 -1.8740 0.2092
H 0.2009 -2.1313 -0.0960
```

Values from the calculation:
LUMO level   1.14 eV
Strongest force on any atom   2.81 eV Å⁻¹
HOMO-LUMO gap   8.5 eV
SMILES   Nc1cccc(N)c1
Energy above the lowest of the compared OMol25 structures with the same formula, charge and spin   0.0 kJ/mol

natural (NBO) population analysis, charges in e, atoms 1 to 8:
1. N -0.819
2. C 0.232
3. C -0.352
4. C -0.140
5. C -0.349
6. C 0.231
7. N -0.827
8. C -0.374


[6]
Computed, not measured: a molecular structure, C27H38N2O5PV in a non-equilibrium geometry, with ωB97M-V with the def2-TZVPD basis set.

XYZ file:
```
74
Properties=species:S:1:pos:R:3
V 0.6182 -1.0181 -0.0561
O -1.8010 -3.5542 1.8303
C -0.8016 -3.0148 1.3847
O -0.7188 -2.4015 0.2234
C 0.5096 -2.7614 2.2579
C 0.7953 -3.2160 3.5086
C 1.8983 -2.5997 4.1680
C 2.7524 -1.7244 3.4812
C 2.3398 -1.2757 2.2358
N 1.2578 -1.8025 1.6233
C 3.1091 -0.2582 1.3828
O 4.1577 0.2406 1.6988
O 2.3738 -0.0077 0.3060
H 0.1418 -3.9314 3.9997
H 1.9900 -2.6486 5.2456
H 3.7486 -1.3993 3.8395
C -0.0006 3.1539 1.8374
C -1.2505 2.3074 1.8072
C -2.4897 3.2030 2.2967
C -0.9716 1.1974 2.8076
P -1.4501 1.5873 0.0566
N -0.5117 0.3212 -0.1537
C -3.2764 0.9488 -0.3116
C -4.3274 2.0468 -0.5828
C -3.7042 0.0999 0.8886
C -3.2163 0.0172 -1.5039
C -1.1132 2.7808 -1.3450
C 0.4100 2.8828 -1.4457
C -1.7218 4.1789 -1.0233
C -1.6115 2.3469 -2.7645
H 0.2254 3.4477 2.9241
H -0.1319 4.0826 1.2680
H 0.8524 2.6029 1.3820
H -2.2724 3.4308 3.3679
H -3.4726 2.7345 2.2443
H -2.5842 4.1709 1.7543
H -0.9027 1.5076 3.8442
H 0.0150 0.7807 2.5603
H -1.6899 0.3570 2.6634
H -4.4043 2.6489 0.3226
H -5.2663 1.5207 -0.8814
H -4.0390 2.6807 -1.4308
H -3.9870 0.7105 1.7777
H -2.9074 -0.5879 1.2250
H -4.5833 -0.5467 0.6422
H -3.0198 0.4978 -2.4672
H -4.2144 -0.4589 -1.6753
H -2.4414 -0.7789 -1.3413
H 0.7078 3.4399 -2.3564
H 0.8988 1.9001 -1.5874
H 0.8736 3.3694 -0.5687
H -1.1490 4.6466 -0.2043
H -2.8121 4.1266 -0.7860
H -1.6028 4.8686 -1.8787
H -1.4444 1.2582 -2.8985
H -0.9470 2.8930 -3.4963
H -2.6480 2.6630 -3.0063
C 2.3477 -0.9939 -3.8492
C 2.0706 -1.8354 -2.6106
O 1.0757 -1.3878 -1.8735
C 2.8470 -3.0721 -2.2323
C 3.8661 -3.6905 -3.0572
C 4.7762 -4.6494 -2.5482
C 4.6967 -5.0218 -1.1924
C 3.5869 -4.6316 -0.4602
C 2.7791 -3.5809 -0.9165
H 1.9339 0.0197 -3.8304
H 1.9964 -1.5506 -4.6926
H 3.4459 -0.9446 -3.9937
H 3.9299 -3.3608 -4.0912
H 5.4658 -5.0378 -3.2819
H 5.4598 -5.6565 -0.7302
H 3.5218 -5.0988 0.5268
H 2.0116 -3.1730 -0.2571
```

Values from the calculation:
LUMO level (alpha / beta)   -4.19 / -4.22 eV
Multiplicity   2
Strongest force on any atom   4.45 eV Å⁻¹
HOMO-LUMO gap (alpha / beta)   7.8 / 7.9 eV
Charge   +1
Energy above the lowest of the compared OMol25 structures with the same formula, charge and spin   4.7 kJ/mol

Löwdin population analysis, charges in e, atoms 1 to 8:
1. V 0.999
2. O 0.106
3. C -0.497
4. O -0.141
5. C -0.111
6. C 0.039
7. C 0.022
8. C 0.038


[7]
Computed, not measured: 2 unconnected molecules or ions with the total composition C5H11BrOSi in a non-equilibrium geometry, with ωB97M-V with the def2-TZVPD basis set.

XYZ file:
```
19
Properties=species:S:1:pos:R:3
C 1.1122 2.3458 1.7737
C 0.7898 1.0686 1.6146
C -1.3951 -1.5208 -0.0061
C -0.8079 1.2824 -2.7369
C -0.1640 -2.2765 0.4613
O 1.0234 -1.5653 0.2772
Si 1.3006 0.0204 0.1515
Br 3.4866 0.0338 -0.1842
H 0.7791 2.9191 2.6231
H 1.7384 2.8704 1.0673
H 0.1343 0.5996 2.3437
H -1.5478 -0.6298 0.6002
H -1.2709 -1.2147 -1.0408
H -2.2723 -2.1560 0.0781
H -0.0661 1.9323 -3.1457
H -0.9596 0.3258 -3.1867
H -1.5750 1.6991 -2.1184
H -0.0553 -3.2112 -0.0997
H -0.2504 -2.5230 1.5278
```

Values from the calculation:
LUMO level (alpha / beta)   -0.40 / 0.14 eV
Strongest force on any atom   1.06 eV Å⁻¹
HOMO-LUMO gap (alpha / beta)   8.5 / 7.3 eV
Energy above the lowest of the compared OMol25 structures with the same formula, charge and spin   301.7 kJ/mol

natural (NBO) population analysis, charges in e, atoms 1 to 8:
1. C -0.318
2. C -0.733
3. C -0.645
4. C -0.520
5. C -0.043
6. O -0.915
7. Si 1.398
8. Br -0.338


[8]
Computed, not measured: 9 unconnected molecules or ions with the total composition C49H37F7O25 in a non-equilibrium geometry, with ωB97M-V with the def2-TZVPD basis set.

XYZ file:
```
118
Properties=species:S:1:pos:R:3
C 16.7832 21.4723 27.3904
C 17.8374 21.6330 26.4225
O 17.1775 21.1901 25.2789
C 15.9816 20.7974 25.5720
O 15.1132 20.5691 24.6934
O 15.7729 20.7295 26.8481
F 18.9500 21.0462 26.8981
H 16.3928 22.2971 27.9867
H 16.9872 20.7187 28.1511
H 17.9787 22.7056 26.2902
C 17.4866 28.4427 29.6083
C 18.6936 27.6499 30.0239
O 18.4288 26.2746 29.6273
C 17.3816 26.3095 28.7402
O 16.8264 25.2791 28.4208
O 16.8607 27.5430 28.6386
F 18.7699 27.4842 31.3821
H 18.0306 29.3570 29.3714
H 16.9150 28.5820 30.5259
H 19.6788 27.9477 29.6648
C 13.0040 29.0844 26.3790
C 14.2502 29.6364 26.9679
O 14.2311 28.7400 28.1612
C 13.7678 27.5176 27.7995
O 13.7649 26.5079 28.4508
O 13.2001 27.6935 26.5687
F 14.0480 30.8813 27.4163
H 13.0750 29.3294 25.3192
H 12.0797 29.4241 26.8462
H 15.0649 29.4874 26.2592
C 12.5269 19.6172 23.0677
C 11.0173 19.5328 23.2003
O 10.8257 18.1395 23.2272
C 11.9709 17.5176 22.8576
O 12.3427 16.3776 23.0228
O 12.8501 18.4127 22.4983
F 10.4660 19.9256 22.0612
H 12.9883 19.7208 24.0498
H 12.8620 20.4196 22.4105
H 10.6565 20.0992 24.0589
C 18.7898 28.3479 24.5450
C 18.1830 27.0978 23.9002
O 16.9757 27.4953 23.3263
C 16.6160 28.6412 24.0116
O 15.5739 29.2985 23.8623
O 17.5710 29.0354 24.8132
F 18.0551 26.1820 24.9382
H 19.4598 28.8954 23.8821
H 19.3502 28.2471 25.4744
H 18.9788 26.8046 23.2154
C 15.0385 25.0791 25.4575
C 14.8095 24.7961 23.8939
O 14.1981 23.5333 23.9470
C 13.7893 23.2610 25.2412
O 13.0876 22.2891 25.5531
O 14.3637 24.0945 26.0995
F 15.8730 24.9375 23.1062
H 14.6835 26.0786 25.7086
H 16.0683 24.9179 25.7763
H 14.0581 25.5204 23.5793
C 18.3064 21.3987 22.4889
C 17.2305 21.8408 21.4576
O 17.9415 22.1267 20.2227
C 19.2377 21.9239 20.4724
O 20.1199 22.1942 19.6485
O 19.5117 21.3143 21.6933
F 16.7046 22.9955 21.8587
H 18.2270 20.3788 22.8654
H 18.5000 22.1664 23.2381
H 16.4840 21.0482 21.4059
C 13.3225 27.9945 21.6095
C 14.6043 27.9759 21.1478
C 15.0820 26.8405 20.5786
C 14.2963 25.7416 20.3286
C 12.9746 25.7274 20.8497
C 12.5185 26.8602 21.5614
C 12.1410 24.5870 20.5739
O 10.9524 24.6619 20.8730
C 12.7020 23.4014 19.8542
C 12.0028 22.2593 19.6190
C 12.4634 21.1969 18.7951
C 13.7618 21.1746 18.3172
C 14.5969 22.2255 18.6716
C 14.0195 23.4084 19.3768
C 14.8719 24.6815 19.4408
O 15.9524 24.8400 18.8944
H 12.7964 28.8986 21.8781
H 15.0962 28.9312 21.2562
H 16.1102 26.8640 20.2489
H 11.4770 26.9834 21.8191
H 10.9600 22.2911 19.8980
H 11.7809 20.3846 18.5933
H 14.2602 20.4096 17.7404
H 15.5810 22.2301 18.2267
C 10.3834 25.3807 26.7333
C 10.3938 24.8336 25.4680
C 9.6979 25.4794 24.4861
C 9.2484 26.8041 24.5984
C 9.2591 27.3956 25.8773
C 9.8039 26.6011 26.9784
C 8.9492 28.8799 26.0535
O 8.8980 29.3593 27.1624
C 8.5559 29.6745 24.7949
C 8.4927 31.0967 24.8270
C 8.0242 31.7796 23.6641
C 7.6579 30.9891 22.5591
C 7.9020 29.6236 22.5104
C 8.3555 28.9385 23.5602
C 8.6052 27.4698 23.4553
O 8.3737 26.9464 22.4181
H 11.0113 24.9401 27.4936
H 10.8247 23.8524 25.3342
H 9.9767 25.1137 23.5089
H 10.0476 27.1602 27.8697
H 8.7134 31.8011 25.6154
H 7.7240 32.7960 23.8716
H 7.2258 31.4656 21.6916
H 7.7627 29.0949 21.5790
```

Values from the calculation:
LUMO level (alpha / beta)   0.83 / 0.83 eV
Multiplicity   2
Strongest force on any atom   8.46 eV Å⁻¹
HOMO-LUMO gap (alpha / beta)   2.9 / 6.4 eV
Charge   -1

Löwdin population analysis, charges in e, atoms 1 to 8:
1. C -0.105
2. C -0.319
3. O 0.165
4. C -0.562
5. O 0.113
6. O 0.142
7. F 0.106
8. H 0.155